No. 1
Entry from the OMol25 dataset: 11 unconnected molecules or ions with the total composition C72H173N11O20 in a non-equilibrium geometry (ωB97M-V/def2-TZVPD).

Geometry as ORCA input:
```
! RIJCOSX wB97M-V def2-TZVPD def2/J DEFGRID3
* xyz 0 1
C -28.08 -20.06 3.03
N -26.36 -21.79 2.39
H -25.01 -24.25 -1.72
H -32.29 -25.17 -1.36
C -21.81 -19.89 -0.50
H -31.60 -20.50 -3.63
H -19.45 -27.78 4.97
N -33.13 -16.92 7.59
N -25.90 -15.53 0.15
C -25.02 -28.14 3.26
C -32.76 -16.38 6.22
O -34.99 -23.72 -4.98
H -23.77 -16.55 4.25
N -20.66 -25.33 4.65
H -30.99 -17.34 5.79
C -33.35 -27.92 -2.03
C -29.00 -19.43 -2.90
H -27.60 -22.90 -2.25
H -27.50 -16.54 -0.67
O -19.76 -22.67 7.52
H -24.95 -22.47 4.49
H -26.27 -17.22 -4.88
H -28.03 -28.53 3.12
H -21.31 -23.30 0.55
H -19.55 -23.50 4.54
H -19.01 -17.06 -0.98
H -23.64 -19.77 2.11
H -26.71 -18.63 2.16
C -25.25 -20.98 2.94
N -32.66 -18.97 -2.72
H -24.58 -26.09 5.45
H -23.80 -20.17 -7.56
C -21.09 -15.07 0.93
H -27.29 -18.16 3.75
H -21.97 -13.56 -0.24
H -31.79 -14.94 10.31
H -23.12 -26.25 2.24
H -32.02 -18.21 -2.90
C -27.28 -26.21 0.79
C -27.03 -15.56 -0.69
H -32.65 -21.14 -2.40
C -26.96 -19.00 3.15
H -34.09 -21.83 -5.13
H -30.08 -23.83 -6.22
C -23.76 -23.54 7.16
H -23.95 -24.56 7.48
H -19.71 -23.62 0.08
H -17.85 -23.47 7.41
H -25.88 -14.63 -2.31
H -27.23 -21.65 6.41
H -24.35 -21.82 -7.14
H -24.97 -19.71 1.10
H -17.57 -26.81 6.41
H -28.79 -19.46 2.47
C -24.95 -15.49 2.38
H -34.79 -17.45 -2.99
C -21.13 -11.33 0.69
H -19.24 -17.18 0.72
H -27.41 -20.37 0.29
H -31.77 -15.79 11.90
C -31.10 -27.01 -1.58
H -23.19 -25.87 -2.29
C -36.42 -28.18 -2.59
H -34.82 -29.07 -1.10
C -32.18 -24.85 1.37
H -34.96 -15.49 -5.42
H -33.52 -14.60 -5.24
H -21.82 -11.34 -0.15
H -25.46 -21.78 -1.41
O -26.06 -23.00 1.87
H -24.05 -28.54 2.99
C -20.57 -23.90 4.50
H -33.10 -27.73 -3.08
H -22.53 -25.59 -0.61
H -17.92 -21.79 7.25
H -23.50 -23.70 6.12
C -25.18 -20.65 -3.55
H -26.02 -29.88 2.38
H -31.51 -23.99 1.40
N -20.15 -15.43 -0.15
O -20.49 -12.61 0.80
H -24.95 -22.08 8.15
O -19.41 -27.70 7.09
H -31.66 -17.89 10.52
H -17.81 -27.01 8.10
C -32.46 -17.61 9.85
H -33.87 -27.07 -1.58
O -33.14 -16.50 10.50
H -30.62 -25.02 -1.00
H -32.09 -28.35 -0.45
H -30.96 -19.45 4.25
H -30.31 -21.35 -1.76
H -25.06 -19.09 4.23
H -21.94 -23.81 8.11
O -26.13 -23.32 6.78
H -24.28 -14.72 2.00
H -32.84 -24.60 -5.33
H -25.28 -28.48 4.26
H -21.79 -11.14 1.54
C -32.00 -20.30 -2.64
C -25.02 -26.57 3.22
C -27.79 -21.39 2.27
H -31.27 -16.33 8.47
H -22.28 -13.52 1.47
H -36.88 -28.67 -1.73
H -32.18 -25.25 2.39
C -24.32 -21.81 3.89
H -24.30 -25.21 1.51
H -36.40 -23.00 -3.54
N -24.86 -22.07 -3.28
H -27.61 -22.14 0.31
O -26.50 -16.58 -2.84
H -31.88 -16.78 4.42
H -24.86 -16.74 -4.04
H -20.97 -27.71 5.87
H -28.69 -20.44 -3.16
C -34.32 -29.05 -2.07
O -32.60 -18.60 5.14
C -24.16 -26.21 1.92
C -27.97 -21.20 0.73
H -24.30 -26.95 1.14
C -21.03 -23.41 3.13
H -33.17 -24.51 1.08
C -34.32 -17.59 -3.97
C -31.48 -25.68 -0.84
H -28.86 -22.41 -4.32
H -36.38 -22.20 -5.02
H -20.32 -25.35 6.71
H -21.90 -24.03 2.88
C -20.56 -21.58 7.93
H -22.67 -17.55 3.47
N -26.43 -26.13 3.20
C -26.26 -15.57 1.57
H -29.64 -26.51 2.01
H -26.23 -26.30 0.48
H -31.10 -20.42 -0.57
H -17.48 -28.39 7.14
C -28.17 -23.83 -2.21
C -24.24 -23.59 -1.31
C -24.44 -20.42 1.73
C -21.48 -13.62 0.73
C -25.79 -19.79 3.82
O -20.04 -23.74 2.16
H -28.40 -24.10 -1.18
H -22.61 -20.96 7.91
H -24.41 -20.00 -3.13
H -18.14 -22.64 8.85
H -21.68 -20.48 -1.42
H -21.32 -22.36 3.14
H -25.22 -15.36 3.43
O -22.94 -23.90 -1.77
H -20.11 -22.10 0.99
H -26.03 -23.60 2.62
O -35.28 -28.83 -3.03
H -20.53 -15.24 1.85
H -32.14 -18.87 3.05
H -33.58 -16.18 8.11
H -33.09 -14.70 11.53
H -21.96 -17.35 -0.50
H -24.09 -22.28 -3.90
H -19.33 -14.86 -0.09
H -31.41 -17.99 7.92
C -31.99 -17.34 5.35
H -28.92 -25.17 2.83
C -33.92 -22.86 -4.82
C -30.80 -20.39 -1.62
H -26.79 -16.48 1.87
C -18.39 -22.61 7.79
C -29.13 -23.47 -4.34
H -22.80 -19.43 -0.49
H -26.88 -14.71 1.84
H -34.57 -14.87 -3.81
H -24.24 -23.71 -0.23
H -30.54 -24.88 -4.93
H -33.83 -22.81 -3.73
C -31.93 -17.20 8.44
H -25.72 -19.56 -5.45
N -22.59 -23.05 7.95
H -33.85 -30.00 -2.32
H -20.48 -25.92 3.86
H -27.83 -14.92 -0.31
N -32.04 -28.17 -1.44
O -23.87 -20.52 -5.51
H -33.04 -19.17 -4.83
C -28.84 -26.25 2.71
H -20.38 -10.53 0.68
C -22.02 -21.77 7.47
H -23.65 -22.48 3.35
O -20.80 -19.02 -0.22
H -20.91 -17.80 -1.71
O -31.79 -25.93 0.56
O -29.83 -19.34 -1.77
C -19.94 -27.34 5.83
H -24.05 -21.25 1.15
H -37.12 -28.03 -3.42
H -27.41 -24.53 -2.56
H -30.82 -26.91 -2.63
H -27.52 -14.67 -2.58
C -24.53 -22.17 -1.83
H -32.70 -23.29 -6.57
H -28.27 -24.05 -4.68
C -20.93 -17.68 -0.63
H -27.09 -24.91 4.47
H -28.00 -28.66 1.44
N -31.52 -23.03 -4.85
H -28.14 -18.88 -2.51
H -20.31 -20.65 7.41
H -30.23 -27.39 -1.05
H -28.99 -26.63 3.72
C -24.92 -22.59 7.18
H -36.08 -27.21 -2.24
C -19.74 -16.86 -0.19
H -29.70 -22.22 2.94
C -25.92 -16.49 -4.15
C -18.04 -27.46 7.14
H -29.04 -21.09 0.60
H -27.36 -22.33 8.08
C -27.46 -28.18 2.26
H -28.15 -23.07 6.64
H -35.09 -17.67 -4.74
C -30.36 -23.83 -5.16
H -23.16 -26.48 4.45
H -32.16 -15.47 6.25
H -24.77 -21.72 6.55
H -21.55 -25.42 -2.05
H -33.15 -18.46 9.84
C -28.64 -22.48 2.85
H -25.80 -21.29 -5.51
H -25.76 -28.80 1.21
C -36.24 -23.20 -4.60
H -20.53 -21.51 9.01
H -23.70 -21.18 4.52
C -33.55 -18.96 -3.88
C -20.28 -23.18 0.90
H -25.20 -16.23 -0.05
C -23.24 -16.64 3.30
H -21.94 -15.74 0.81
C -34.15 -15.32 -4.71
C -22.55 -25.27 -1.65
C -26.73 -15.31 -2.18
C -19.93 -25.79 5.79
H -18.92 -25.39 5.67
H -28.58 -20.20 3.99
H -28.30 -22.64 3.87
C -32.02 -19.32 4.04
C -23.72 -20.97 -6.83
O -33.46 -16.46 -4.28
H -26.21 -20.23 4.73
O -29.33 -23.95 -3.01
H -22.68 -21.25 -7.00
H -27.39 -25.18 0.46
H -24.11 -24.95 4.36
O -26.53 -24.83 3.69
H -21.80 -20.67 0.26
H -32.43 -20.33 3.97
H -23.76 -21.48 -1.48
H -26.13 -20.48 -3.03
H -29.43 -18.90 -3.74
C -24.16 -26.04 4.44
O -24.18 -16.63 2.26
H -34.34 -19.72 -3.85
H -31.65 -23.30 -3.89
C -26.05 -28.80 2.26
H -37.01 -23.81 -5.08
C -32.71 -23.54 -5.51
C -27.48 -26.67 2.24
H -22.07 -21.75 6.38
H -21.23 -23.42 5.23
H -28.54 -23.35 2.20
C -25.23 -20.46 -5.08
H -27.87 -26.77 0.06
H -22.60 -15.78 3.09
C -27.28 -22.55 7.02
H -33.69 -16.15 5.69
C -32.40 -15.41 11.09
H -26.15 -15.51 -4.56
*
```

Values from the calculation:
lowest unoccupied orbital energy: 0.37 eV
gap between HOMO and LUMO: 7.590 eV
energy above the lowest of the compared OMol25 structures with the same formula, charge and spin: 3.8251 eV

***

No. 2
Entry from the OMol25 dataset: a single C3H7N3O2 molecule in a non-equilibrium geometry (ωB97M-V/def2-TZVPD).

Geometry as ORCA input:
```
! RIJCOSX wB97M-V def2-TZVPD def2/J DEFGRID3
* xyz 0 1
H 2.33 0.62 -1.31
H 3.14 0.39 0.16
H 1.21 0.80 1.40
N 0.06 1.38 -0.30
H -2.51 1.61 -0.17
H -0.11 -2.12 -1.26
H -2.82 -0.06 -0.30
C -0.17 -0.81 0.16
H -1.22 -1.32 1.71
O -0.86 -1.76 0.93
C -0.85 0.45 -0.14
O 0.49 -1.47 -0.87
C 1.15 0.78 0.31
N 2.36 0.82 -0.32
N -2.19 0.67 0.00
*
```

Values from the calculation:
lowest unoccupied orbital energy: 0.71 eV
gap between HOMO and LUMO: 8.018 eV
energy above the lowest of the compared OMol25 structures with the same formula, charge and spin: 3.4809 eV

***

No. 3
Entry from the OMol25 dataset: a molecular structure, C41H104F8FeN2O21S4 in a non-equilibrium geometry (ωB97M-V/def2-TZVPD).

Geometry as ORCA input:
```
! RIJCOSX wB97M-V def2-TZVPD def2/J DEFGRID3
* xyz 0 5
O 1.06 -3.36 -2.47
O 0.34 1.80 0.45
C -1.06 3.10 -4.73
C -3.70 -3.30 3.07
H -2.72 -2.75 4.85
H -3.27 -4.78 -1.21
C 0.27 -5.93 3.11
H 4.08 -0.44 -1.02
H -2.96 5.11 1.51
H -1.05 4.12 2.69
H 4.00 5.92 -3.35
H 2.44 5.09 -1.26
H -4.04 -4.61 1.42
C -5.40 3.55 0.24
H 0.71 -5.41 0.16
H 0.31 -5.60 -1.56
F -5.47 -1.64 0.96
N -3.46 -1.89 -0.58
F 0.50 -3.02 2.56
O 4.55 -0.31 -5.69
H 0.00 3.09 -4.44
H -2.29 3.21 -2.18
C 3.82 2.95 1.78
H -0.88 4.52 5.94
C 0.66 -3.70 -3.79
H -3.55 -4.27 5.08
F -0.24 0.54 -2.97
H -1.86 -5.13 -2.27
O -3.89 -0.41 -2.62
C 4.43 4.91 -3.34
F 1.49 1.37 -2.10
H -1.90 6.05 0.47
H -0.63 -1.93 -3.99
O 4.97 4.64 -1.03
C 4.62 -3.00 -1.52
C 0.21 -2.39 -4.51
H -3.86 -5.52 2.86
C -0.56 3.68 6.56
H 0.88 2.26 4.54
O -3.80 -2.94 -2.91
H 1.42 3.92 4.40
H -0.78 3.94 7.59
H 2.62 3.41 -0.75
C 2.46 0.73 -5.38
O -3.08 4.39 -4.42
H 0.92 6.09 1.33
C -1.77 4.23 -3.95
H 2.92 -0.93 -6.73
C -0.88 5.02 2.11
H 5.51 5.03 -3.46
O -2.81 -0.25 2.04
H 4.68 0.34 -2.48
C -3.62 -3.30 4.59
O -6.14 -1.19 -1.30
C -4.10 0.55 3.84
O -0.90 -5.23 3.45
H -0.78 4.05 -1.99
H 0.66 -5.46 2.20
H 4.46 3.03 -2.21
C -1.75 4.12 -2.47
O -1.10 -3.70 -0.15
O 3.71 -1.86 -3.32
H -4.65 3.76 -0.53
H 2.25 0.19 -4.46
O 6.02 2.63 0.82
C 4.82 1.93 1.02
H -0.16 -4.42 -3.80
H -1.84 -5.45 0.68
H -6.83 0.63 1.48
H 2.87 0.96 -8.31
S -5.22 -2.08 -0.59
H 5.77 3.43 0.35
H -0.55 -3.54 -0.92
H -1.12 -5.64 4.29
H 5.77 -0.06 1.41
H -1.92 -3.84 2.65
S -3.52 -1.71 -2.12
H -6.32 4.09 0.02
O 0.78 0.05 2.67
H 0.63 4.50 0.56
H -1.16 2.78 6.42
H -7.70 1.94 0.96
C 2.78 4.11 -1.57
O -4.50 1.27 0.54
H 5.01 5.58 -1.21
H 5.59 0.89 2.80
H -5.07 3.90 1.22
C 1.56 -2.48 1.87
H 2.48 2.72 5.04
S 1.07 -0.67 1.41
C -1.36 -5.05 -0.22
H -3.59 3.59 -4.24
H 5.03 -0.96 -6.21
O -5.62 -3.45 -0.53
C -6.71 1.71 1.36
H 3.99 1.86 -7.22
H 4.42 1.66 0.04
H -2.32 4.92 -2.00
H 1.24 4.56 2.14
H -4.43 -2.75 5.07
C -5.65 2.09 0.31
H 2.61 -3.66 -4.79
F 1.83 -3.11 0.71
C 4.86 -0.48 -1.78
H 3.77 -1.14 -3.95
H -2.08 -0.23 3.91
H 2.81 2.58 1.64
C 4.79 -1.82 -2.48
H 1.05 -1.71 -4.67
O 2.19 -0.22 0.61
H 1.54 0.96 -5.91
C -2.34 -5.34 -1.31
H 2.15 -6.23 4.11
H 4.13 0.20 2.07
H -0.99 1.73 2.81
O -0.95 6.12 3.00
H 5.73 -1.90 -3.02
H -0.95 3.35 -5.79
H -4.23 -2.39 2.77
H -0.75 -7.76 3.57
Fe -1.98 -1.89 0.72
H -0.95 -7.24 1.93
H 0.61 -7.87 2.31
F -1.93 -1.62 -2.21
H 3.77 -2.93 -0.85
C 1.81 -4.33 -4.49
C -1.97 5.13 1.06
C 4.24 4.09 -2.06
O -2.47 -3.10 2.38
H -6.54 2.02 2.39
H -1.53 2.13 -4.59
N -0.32 -0.87 0.59
H 4.51 -3.91 -2.11
H -2.62 2.26 2.32
C 3.69 0.89 -7.59
C 1.00 3.40 6.45
H 2.25 -5.13 -3.90
O -1.80 0.96 -0.50
H 1.93 -2.97 -2.54
H 4.55 0.44 -8.08
H 5.79 -0.34 -1.23
C 0.60 0.43 -1.94
F 2.64 -2.37 2.65
C -2.72 0.38 3.28
C -4.32 -4.61 2.48
H 3.85 3.91 1.26
C 3.35 -0.01 -6.34
H -2.66 -6.38 -1.27
C 1.44 3.05 5.05
C 5.09 0.66 1.86
H -5.40 -4.75 2.53
H -3.51 0.24 1.61
H 3.95 4.44 -4.20
H 2.92 1.69 -5.12
H -4.04 1.02 4.82
H 5.45 -3.19 -0.84
H -4.52 -0.45 3.93
H 2.06 3.87 -2.36
C -0.04 -5.79 -0.54
H -6.03 1.65 -0.62
F 1.23 -0.74 -2.00
C -2.04 1.76 3.10
H 4.05 3.02 2.84
H 1.46 -4.71 4.50
H -0.11 6.22 3.45
H -0.13 -6.86 -0.35
H 1.25 2.66 7.22
H -3.88 1.40 -0.18
C 1.20 -5.76 4.37
H -4.80 1.15 3.25
H 1.84 4.63 7.74
H 0.76 -6.18 5.28
C -0.22 -7.30 2.73
H -1.92 4.32 0.33
H -0.19 -2.73 -5.46
H 1.35 -4.73 -5.40
C 0.55 5.08 1.48
H -2.10 2.26 4.07
H -1.22 5.15 -4.14
S -0.37 0.71 -0.23
O 1.71 4.57 6.80
*
```

Values from the calculation:
lowest unoccupied orbital energy (spin up / spin down): -0.38 / -0.76 eV
gap between HOMO and LUMO (spin up / spin down): 8.722 / 8.334 eV
energy above the lowest of the compared OMol25 structures with the same formula, charge and spin: 0.0000 eV
<S²>: 6.008